{
  "formula": "C6H9F2N2O2S2",
  "method": "ωB97M-V with the def2-TZVPD basis set",
  "total_energy_ha": -1489.76004,
  "charge": 1,
  "max_force_ev_per_a": 4.53,
  "lumo_ev": -4.945,
  "homo_energy_ev": -15.60,
  "elements": ["C", "C", "C", "C", "C", "C", "N", "N", "O", "O", "F", "F", "S", "S", "H", "H", "H", "H", "H", "H", "H", "H", "H"],
  "positions_angstrom": [[-1.531278, 0.303021, 0.226956], [0.924864, 0.402092, -0.096319], [-3.604833, -0.934125, 0.416840], [0.911042, -2.074049, -0.454531], [3.160278, 2.219361, -0.038830], [-2.994333, 0.477627, 0.211397], [-0.982025, -0.825662, -0.013447], [0.327283, -0.773906, -0.156559], [3.144648, -0.080239, 1.479895], [3.531034, -0.252670, -0.965976], [-3.332963, 1.068229, -1.035476], [-3.499045, 1.307876, 1.116358], [-0.283667, 1.573715, 0.236417], [3.012308, 0.435251, 0.132555], [-4.526280, -0.816252, -0.163386], [-3.896029, -0.894950, 1.482784], [-2.995959, -1.729720, 0.063016], [0.788224, -2.180231, -1.531026], [1.901805, -2.221054, -0.276727], [0.423592, -2.846335, -0.017012], [4.199416, 2.619034, -0.245334], [2.660877, 2.252238, -0.976014], [2.661045, 2.970748, 0.604429]],
  "forces_ev_per_a": [[2.779, 1.795, -0.428], [0.424, -0.042, 0.849], [-1.729, 2.752, 0.024], [-0.622, 1.498, -3.084], [1.105, 0.850, -0.608], [-1.570, -1.312, -1.404], [-1.124, -0.730, 0.095], [1.166, -0.103, 0.360], [-0.241, 0.888, -1.804], [0.510, -0.397, -1.514], [0.697, -0.949, 1.283], [0.460, 0.626, 0.572], [-0.029, -0.292, -0.075], [-2.034, 0.856, 3.959], [-0.054, -0.627, 0.126], [0.363, -0.782, -0.489], [0.173, -0.552, 0.063], [-0.021, -0.213, -0.125], [2.910, 0.511, 0.869], [-1.981, -1.856, 1.641], [-0.866, -1.132, 0.450], [-0.411, 0.506, -1.194], [0.094, -1.296, 0.435]],
  "nbo_charge": [0.04, -0.17, -0.67, -0.41, -0.89, 0.65, -0.19, -0.14, -0.83, -0.84, -0.33, -0.30, 0.55, 2.18, 0.26, 0.25, 0.25, 0.24, 0.24, 0.25, 0.31, 0.25, 0.29]
}